No. 1
68
Properties=species:S:1:pos:R:3 method="wB97M-V/def2-TZVPD" e_tot_ha=-2720.3896 smiles="O=C(O)C[C@@H]1OS(=O)(=O)O[C@H]1C(F)(F)F.O=C1c2ccccc2C(=O)c2ccccc21.O=C1c2ccccc2C(=O)c2ccccc21" e_above_lowest_kj_mol=0.0 homo_lumo_gap_ha=0.314 largest_force_ha_per_bohr=0.0106
O 4.84294 -0.96122 3.34641
C 4.33863 -1.82796 2.70016
O 4.59809 -1.95585 1.37126
C 3.41933 -2.87830 3.29336
C 2.06014 -2.29615 3.68624
O 1.13286 -3.38054 3.88767
S 0.20805 -3.63971 2.62806
O 0.78532 -4.62778 1.79219
O -1.13278 -3.74269 3.06575
O 0.44136 -2.21135 1.94191
C 1.38326 -1.40386 2.62991
C 0.65044 -0.19780 3.23136
F 0.37029 0.68876 2.27300
F 1.42438 0.40224 4.14355
F -0.49790 -0.55947 3.81684
H 3.80445 -2.14613 0.85382
H 3.26356 -3.69305 2.58545
H 3.87980 -3.29188 4.18707
H 2.12280 -1.81203 4.65564
H 2.06456 -0.99590 1.88276
C -7.31196 4.78299 0.65721
C -6.29659 5.36380 1.40956
C -5.32311 4.57108 1.99288
C -5.36417 3.19122 1.83234
C -6.39003 2.60739 1.08789
C -7.35935 3.40883 0.49658
C -6.47780 1.12665 0.92066
O -7.36294 0.62280 0.26297
C -5.44134 0.29366 1.59384
C -5.51931 -1.09048 1.49258
C -4.56054 -1.88273 2.10118
C -3.51538 -1.29910 2.80973
C -3.43399 0.07910 2.91505
C -4.39783 0.87943 2.31298
C -4.29525 2.35932 2.45877
O -3.37826 2.87134 3.06477
H -8.06871 5.40547 0.19787
H -6.26601 6.43774 1.53942
H -4.52334 5.00534 2.57705
H -8.14309 2.93943 -0.08210
H -6.33566 -1.52869 0.93481
H -4.62133 -2.96055 2.02464
H -2.76785 -1.92694 3.27539
H -2.63374 0.55533 3.46235
C 0.36070 1.01487 -5.23209
C 0.04496 0.23674 -4.12375
C 1.05204 -0.35721 -3.38252
C 2.38083 -0.18045 -3.75018
C 2.69651 0.58988 -4.87067
C 1.68228 1.19105 -5.60559
C 4.11070 0.77296 -5.30885
O 4.38615 1.44956 -6.27543
C 5.17326 0.08926 -4.51556
C 6.49617 0.20782 -4.92275
C 7.50082 -0.40686 -4.19480
C 7.19015 -1.13796 -3.05358
C 5.87343 -1.26228 -2.64491
C 4.85971 -0.65482 -3.37669
C 3.44813 -0.81764 -2.92907
O 3.17496 -1.45112 -1.92957
H -0.42810 1.48245 -5.80661
H -0.98916 0.09462 -3.83868
H 0.82363 -0.96251 -2.51609
H 1.94553 1.78995 -6.46661
H 6.72036 0.78455 -5.80957
H 8.53050 -0.31545 -4.51469
H 7.97798 -1.61177 -2.48296
H 5.61645 -1.82744 -1.75964



No. 2
69
Properties=species:S:1:pos:R:3 method="wB97M-V/def2-TZVPD" e_tot_ha=-5283.7949 e_above_lowest_kj_mol=0.0 homo_lumo_gap_ha="0.136 / 0.136" largest_force_ha_per_bohr=0.0320 charge=+2
Ir 0.96458 -1.06403 -1.76587
O 1.67347 -0.32974 -3.66472
S 3.10145 -0.16623 -3.17542
O 4.12379 -0.61473 -4.03721
O 2.99552 -0.88668 -1.83407
C 3.30623 1.51491 -2.73448
C 4.50312 2.14002 -3.02404
C 4.69227 3.44898 -2.59218
C 3.70151 4.09220 -1.87055
C 2.50477 3.44649 -1.57477
C 2.28492 2.14780 -2.01243
P 0.70008 1.31390 -1.73365
C -0.42957 1.89372 -3.01108
C -0.64058 3.27334 -3.09372
C -1.49257 3.78804 -4.05442
C -2.13181 2.93025 -4.94059
C -1.91734 1.56228 -4.86768
C -1.06664 1.03852 -3.90596
C 0.06573 1.85037 -0.14591
C -1.29354 2.12370 0.01339
C -1.79113 2.45219 1.26720
C -0.93918 2.50741 2.35972
C 0.41884 2.23166 2.20640
C 0.92003 1.89778 0.96339
H 5.26690 1.61362 -3.58034
H 5.61843 3.95871 -2.81868
H 3.85479 5.10782 -1.53166
H 1.74856 3.96572 -0.99966
H -0.14631 3.95184 -2.40941
H -1.65218 4.85571 -4.11661
H -2.79546 3.33239 -5.69432
H -2.40662 0.89813 -5.56692
H -0.90424 -0.02740 -3.87090
H -1.95852 2.09024 -0.84064
H -2.84188 2.68187 1.38451
H -1.32620 2.78526 3.33144
H 1.08349 2.29267 3.05836
H 1.97889 1.69217 0.84733
Br -0.21994 -7.49665 4.19507
C -0.95777 -5.78118 4.25574
C -1.61315 -5.28218 3.12559
C -2.14975 -4.01631 3.15933
C -2.03374 -3.25736 4.33439
C -1.43943 -3.78690 5.48534
C -0.87153 -5.04214 5.43474
N -2.54962 -1.97106 4.47508
N -2.86001 -1.32535 3.46604
C -2.36075 -1.23262 2.23449
C -3.26928 -0.93780 1.18126
C -2.87382 -0.85391 -0.12394
C -1.50576 -1.03776 -0.45157
O -1.03715 -0.99317 -1.65877
C -0.57815 -1.21903 0.61376
N 0.71389 -1.25975 0.21135
C 1.68910 -1.37947 1.10884
C 1.40143 -1.41384 2.46921
C 0.09004 -1.35046 2.90259
C -0.94246 -1.28938 1.96539
H -1.70951 -5.90262 2.24585
H -2.69647 -3.63453 2.30693
H -1.42116 -3.19641 6.39152
H -0.38591 -5.46294 6.30359
H -4.31041 -0.82000 1.44926
H -3.58477 -0.66117 -0.91667
H 2.70138 -1.43049 0.72733
H 2.21803 -1.47442 3.17403
H -0.12780 -1.32988 3.96347
O 1.86209 -3.86529 -2.05176
N 1.04877 -3.08684 -1.94127



No. 3
68
Properties=species:S:1:pos:R:3 method="wB97M-V/def2-TZVPD" e_tot_ha=-3560.8380 e_above_lowest_kj_mol=92.5 homo_lumo_gap_ha="0.215 / 0.224" largest_force_ha_per_bohr=0.0090 multiplicity=5 charge=-1
Mn -0.33223 -0.94230 -0.51969
C -0.92960 -2.60877 4.06473
O -0.39359 -3.64967 3.25635
C 0.83391 -3.33672 2.67676
C 1.94858 -4.01886 3.12104
C 3.18743 -3.76594 2.54960
C 3.28980 -2.80191 1.56720
C 2.18350 -2.07924 1.10985
C 2.44988 -0.97535 0.19402
N 1.55145 -0.34869 -0.49006
N 1.76400 0.76794 -1.17703
C 0.44208 1.21263 -1.56695
O -0.48904 0.97036 -0.56448
C 0.43567 2.67844 -1.97315
C 1.55228 3.26826 -2.55558
C 1.50914 4.59244 -2.96626
C 0.35238 5.34139 -2.79611
C -0.75805 4.75919 -2.20110
C -0.71544 3.43440 -1.78915
C 0.89660 -2.36713 1.64853
O -0.20371 -1.74210 1.27489
H -1.73848 -3.04284 4.65223
H -1.30602 -1.79982 3.43810
H -0.16588 -2.21638 4.74067
H 1.82802 -4.76241 3.90015
H 4.06223 -4.31260 2.87694
H 4.25956 -2.57341 1.13885
H 3.46137 -0.57852 0.14986
H 2.45649 2.68340 -2.65899
H 2.38534 5.04504 -3.41494
H 0.32005 6.37537 -3.11735
H -1.65907 5.34177 -2.04960
H -1.56545 2.97275 -1.30340
F 1.48151 -0.62894 -5.96668
C 0.54131 -0.39753 -5.02702
C 0.90942 0.19036 -3.84094
C -0.04495 0.43842 -2.86272
C -1.38180 0.05185 -3.08286
C -1.68222 -0.53503 -4.31021
F -2.94938 -0.94862 -4.54684
C -0.75827 -0.76891 -5.30317
C -2.49672 0.05991 -2.08511
C -3.69438 0.70989 -2.33913
C -4.73357 0.59758 -1.42987
C -4.56340 -0.16836 -0.29010
C -3.33933 -0.78481 -0.09395
N -2.34767 -0.67588 -0.96988
H 1.94136 0.44612 -3.64378
H -1.03373 -1.25787 -6.22521
H -3.79520 1.29572 -3.24143
H -5.67100 1.10730 -1.61262
H -5.34888 -0.27964 0.44342
H -3.12323 -1.37183 0.79109
O -0.88866 -6.63163 3.29833
C -0.39618 -7.14682 2.14469
O 0.02793 -8.27354 2.11283
C -0.39961 -6.19775 1.00439
C -1.42911 -5.27663 0.84184
C -1.33387 -4.28995 -0.11868
C -0.17767 -4.15365 -0.88770
S -0.00343 -2.78542 -1.98615
C 0.82670 -5.11556 -0.75871
C 0.70781 -6.13937 0.16264
H -0.86986 -5.65273 3.24034
H -2.31104 -5.32459 1.47058
H -2.13662 -3.57586 -0.24696
H 1.71933 -5.02013 -1.36322
H 1.50220 -6.86252 0.29573



No. 4
72
Properties=species:S:1:pos:R:3 method="wB97M-V/def2-TZVPD" e_tot_ha=-3129.4263 homo_lumo_gap_ha=0.242 largest_force_ha_per_bohr=0.0854 charge=-1
C 1.30650 -4.57326 -0.12770
C 1.10936 -2.99871 -0.06076
C -0.24302 -2.54327 -0.71149
S -1.49625 -1.95508 0.49341
O -0.93852 -1.87921 1.85078
O -1.98035 -0.60807 0.15991
N -2.68186 -3.13413 0.52938
S -4.12632 -2.60613 -0.04085
O -4.78843 -1.72057 0.90693
O -4.08409 -1.98812 -1.36746
N -5.02527 -4.10772 -0.29366
C -6.27734 -3.82089 -0.97474
O -6.98020 -2.93343 -0.71430
F -6.63098 -4.65477 -2.00411
C -5.25313 -4.81682 0.94520
O -5.20746 -5.98830 0.98053
F -5.57912 -4.18704 2.11080
H 1.69446 -4.87831 -1.13643
H 0.35016 -5.11347 0.07142
H 2.02592 -4.89133 0.67003
H 1.22661 -2.71972 1.01197
H 1.97811 -2.54374 -0.60300
H -0.07936 -1.80224 -1.53699
H -0.67815 -3.44594 -1.22021
C -4.48482 1.00468 -0.05406
C -5.63512 0.71299 0.67308
C -6.08989 1.60087 1.63894
C -5.39018 2.77770 1.89083
C -4.22067 3.05779 1.17605
C -3.77916 2.17236 0.19650
C -3.43641 4.28047 1.46404
O -2.41967 4.53298 0.84308
C -3.90793 5.19785 2.53622
C -3.15334 6.32193 2.85961
C -3.59037 7.19087 3.84840
C -4.78883 6.94546 4.51275
C -5.54082 5.82383 4.19739
C -5.09792 4.94217 3.21539
C -5.89506 3.72402 2.91071
O -6.94183 3.51159 3.49763
H -4.13602 0.31627 -0.81193
H -6.17661 -0.20096 0.48599
H -6.98876 1.37273 2.19902
H -2.88145 2.38975 -0.36863
H -2.22154 6.51837 2.34281
H -2.99816 8.06292 4.10198
H -5.13361 7.62876 5.28067
H -6.47071 5.63318 4.71967
C 8.31790 -3.51896 -4.07169
C 7.13817 -4.09783 -3.61158
C 6.24079 -3.34835 -2.86601
C 6.52454 -2.01945 -2.56690
C 7.71823 -1.44618 -3.00762
C 8.60813 -2.19691 -3.77031
C 8.05803 -0.04356 -2.65481
O 9.09674 0.45730 -3.04216
C 7.11126 0.73159 -1.81444
C 7.43917 2.02735 -1.42674
C 6.55518 2.76448 -0.65255
C 5.33502 2.21388 -0.26948
C 5.00592 0.92130 -0.64847
C 5.89618 0.17328 -1.41337
C 5.54804 -1.22107 -1.78297
O 4.48552 -1.70288 -1.44550
H 9.01411 -4.10334 -4.66201
H 6.91853 -5.13476 -3.83737
H 5.32135 -3.80083 -2.51409
H 9.52964 -1.75186 -4.12567
H 8.38585 2.46173 -1.72478
H 6.81487 3.77151 -0.34759
H 4.64224 2.79336 0.32925
H 4.05736 0.49492 -0.34426